1.
44
Properties=species:S:1:pos:R:3:forces:R:3:mulliken_spin:R:1 method="wB97M-V/def2-TZVPD" s2=2.02 orbital_gap_ev="6.7 / 6.8" total_charge=-1 e_above_lowest_ev=0.4176 spin_multiplicity=3
Au -0.581 -2.682 -1.133 -0.1860 0.0623 0.0269 0.417
N 1.529 -2.299 -1.025 0.4393 0.1006 0.2151 0.069
C 2.179 -1.022 -1.167 -0.0979 -0.0320 -0.0590 -0.013
C 3.530 -0.982 -1.489 -0.0006 0.0156 -0.0245 -0.005
C 4.180 0.232 -1.632 -0.0002 -0.0016 0.0018 0.005
C 3.475 1.413 -1.447 -0.0015 0.0087 -0.0028 0.002
C 2.127 1.370 -1.131 0.0019 0.0151 -0.0057 -0.005
C 1.450 0.158 -0.993 0.0044 0.0216 0.0013 0.015
P -0.351 0.051 -0.662 -0.0021 -0.4382 -0.0844 0.087
C -0.424 -0.114 1.146 -0.0654 0.1584 -0.0603 -0.006
C -1.642 -0.546 1.668 -0.0049 0.0272 0.0577 -0.012
C -1.783 -0.754 3.028 0.1248 -0.0455 0.1742 -0.004
C -0.695 -0.558 3.869 -0.0008 0.0422 0.0213 -0.001
C 0.520 -0.131 3.357 0.0089 0.0319 -0.0498 0.001
C 0.656 0.102 1.995 0.0280 -0.0150 0.0202 0.006
C -0.878 1.770 -0.990 0.0069 0.0331 0.1673 0.003
C -1.095 2.700 0.024 -0.0010 0.0140 -0.0376 0.007
C -1.511 3.988 -0.285 -0.0011 -0.0051 -0.0073 -0.001
C -1.709 4.358 -1.608 -0.0022 0.0081 0.0145 0.004
C -1.503 3.433 -2.623 -0.0018 -0.0065 -0.0153 0.001
C -1.101 2.143 -2.314 0.0022 0.0194 -0.0132 0.010
H 1.901 -3.002 -1.661 -0.1080 -0.1046 0.0066 0.008
H 1.634 -2.667 -0.078 -0.0052 0.0414 0.0063 -0.007
H 4.068 -1.913 -1.621 -0.0023 0.0022 -0.0045 0.000
H 5.233 0.254 -1.883 0.0016 0.0038 -0.0006 0.000
H 3.972 2.369 -1.550 0.0085 -0.0031 -0.0012 0.000
H 1.584 2.298 -0.999 -0.0054 -0.0102 0.0015 0.001
H -2.466 -0.778 1.001 -0.0037 0.0306 -0.0088 -0.001
H -2.701 -1.152 3.433 -0.0733 -0.0050 -0.1046 0.000
H -0.787 -0.773 4.926 -0.0233 0.0073 -0.0029 0.000
H 1.370 0.007 4.015 0.0026 -0.0015 -0.0037 0.000
H 1.610 0.426 1.594 -0.0005 0.0099 0.0029 0.000
H -0.940 2.409 1.056 -0.0060 0.0149 -0.0004 0.001
H -1.681 4.703 0.510 -0.0005 0.0040 -0.0004 0.000
H -2.034 5.362 -1.848 0.0000 0.0015 -0.0004 0.000
H -1.670 3.712 -3.655 0.0000 0.0024 0.0002 0.000
H -0.964 1.413 -3.104 0.0011 -0.0015 0.0020 -0.002
O -4.157 -3.655 0.549 0.0318 0.0194 0.1151 0.012
C -2.983 -3.443 0.331 -0.0137 -0.0770 -0.1879 0.001
O -2.573 -3.107 -0.879 0.0133 0.0141 0.1614 0.114
C -1.909 -3.547 1.512 -0.4739 0.0534 0.1288 -0.002
O -2.370 -3.659 2.653 0.2881 -0.0343 -0.4581 0.003
O -0.695 -3.460 1.164 0.1245 0.0544 0.1942 0.023
O 0.184 -4.424 -2.053 -0.0068 -0.0362 -0.1861 1.266

=====

2.
51
Properties=species:S:1:pos:R:3:forces:R:3:nbo_charge:R:1 method="wB97M-V/def2-TZVPD" orbital_gap_ev=9.9 e_above_lowest_ev=0.2720 spin_multiplicity=1
Mg -0.806 -0.049 -1.218 0.5841 0.4177 -0.0969 1.755
C -2.410 -3.260 -3.509 0.0085 0.0184 -0.0183 -0.353
C -2.276 -1.878 -3.329 -0.0382 -0.1749 0.0662 -0.008
N -1.635 -1.627 -2.194 -0.2314 -0.5447 -0.3167 -0.450
N -1.348 -2.816 -1.628 -0.1182 -0.3593 -0.0778 -0.320
C -1.801 -3.816 -2.401 -0.0755 0.1201 -0.0832 -0.002
B -0.537 -2.850 -0.318 -0.0686 0.0074 -0.1676 0.529
N -1.287 -1.995 0.729 -0.0288 -0.1573 0.3377 -0.317
C -1.877 -2.407 1.862 -0.0765 0.1934 0.0680 0.005
C -2.513 -1.324 2.440 0.0160 0.0250 -0.0072 -0.348
C -2.256 -0.261 1.571 0.0334 -0.1803 0.1314 -0.016
N -1.517 -0.675 0.546 -0.2806 -0.3856 0.6270 -0.465
N 0.845 -2.232 -0.647 0.3060 -0.2406 0.1049 -0.318
C 2.039 -2.847 -0.670 0.0545 0.1929 -0.0749 0.003
C 2.959 -1.989 -1.243 0.0373 0.0117 0.0427 -0.350
C 2.223 -0.843 -1.552 -0.0041 -0.1219 0.1057 -0.011
N 0.953 -1.002 -1.194 0.7446 -0.3897 0.0478 -0.458
H -2.879 -3.778 -4.327 -0.0116 0.0126 0.0113 0.234
H -2.620 -1.065 -3.947 0.0266 0.0262 0.0139 0.230
H -1.669 -4.847 -2.116 0.0270 0.0269 0.0429 0.223
H -0.403 -3.964 0.088 0.0067 -0.0778 0.0092 -0.025
H -1.818 -3.431 2.189 0.0621 -0.0154 -0.0782 0.228
H -3.081 -1.306 3.353 0.0055 -0.0035 -0.0012 0.238
H -2.568 0.769 1.649 0.0216 0.0149 -0.0615 0.224
H 2.161 -3.849 -0.295 -0.0773 0.0045 0.0284 0.227
H 4.007 -2.169 -1.406 -0.0103 0.0146 -0.0089 0.236
H 2.546 0.079 -2.009 0.0020 0.0025 0.0229 0.221
O -2.962 4.978 -0.233 0.0641 0.4752 0.2200 -0.673
C -1.848 5.004 0.465 -0.0516 0.0727 -0.0578 0.780
O -1.524 5.942 1.150 0.0091 -0.0460 0.0647 -0.588
C -0.982 3.788 0.375 0.1281 -0.0022 0.0667 -0.268
C 0.150 3.560 1.141 -0.2979 -0.2018 -0.0397 0.172
Cl 0.781 4.463 2.424 0.1190 -0.0172 -0.0080 0.116
N 0.668 2.358 0.778 -0.0093 0.3738 0.0131 -0.198
N -0.061 1.808 -0.204 -0.1604 0.1297 -0.1275 -0.347
C -1.059 2.645 -0.449 0.1567 0.2542 0.0851 0.045
C -2.040 2.253 -1.527 -0.1853 0.3495 -0.2371 0.780
O -3.065 2.926 -1.664 0.1963 -0.2992 -0.2383 -0.645
O -1.705 1.234 -2.205 -0.7275 0.9115 -0.3803 -0.856
C 1.827 1.704 1.288 0.2038 -0.2549 0.1299 0.191
C 1.711 0.386 1.707 -0.1424 0.0788 0.0247 -0.226
C 2.827 -0.278 2.187 0.0058 -0.0148 -0.0310 -0.190
C 4.048 0.376 2.254 0.0417 0.0122 0.0256 -0.201
C 4.152 1.697 1.842 0.0328 -0.0363 0.0168 -0.202
C 3.043 2.369 1.352 -0.0688 -0.0190 -0.1261 -0.227
H -3.030 4.170 -0.825 -0.1566 -0.1923 -0.0176 0.500
H 0.743 -0.097 1.665 0.0121 -0.0402 -0.0208 0.233
H 2.739 -1.306 2.514 -0.0114 -0.0053 -0.0063 0.221
H 4.920 -0.140 2.632 -0.0108 -0.0034 -0.0045 0.219
H 5.104 2.207 1.895 -0.0083 0.0102 -0.0091 0.222
H 3.132 3.391 1.013 -0.0543 0.0275 -0.0100 0.232

=====

3.
44
Properties=species:S:1:pos:R:3:forces:R:3:nbo_charge:R:1 method="wB97M-V/def2-TZVPD" orbital_gap_ev=8.4 e_above_lowest_ev=0.0000 smiles="NC(=O)CCn1cc(C(=O)O)c(=O)c2cc(Cc3cccc(Cl)c3Cl)ccc21" spin_multiplicity=1
N -3.739 -1.343 -5.104 0.2083 0.1945 1.6840 -0.821
C -2.779 -2.074 -4.446 0.0169 0.2611 -1.2844 0.673
O -2.154 -2.884 -5.091 0.4685 -0.7491 -0.1604 -0.619
C -2.432 -1.864 -2.991 -0.7140 1.3396 -0.5811 -0.510
C -0.941 -2.028 -2.786 0.1816 -0.5086 0.5830 -0.208
N -0.621 -1.916 -1.331 0.3546 -1.7001 -0.6731 -0.407
C -0.509 -3.151 -0.662 0.5134 0.7007 0.2867 0.116
C -0.241 -3.259 0.670 -1.2006 2.3935 -1.1561 -0.302
C -0.040 -4.577 1.255 0.5010 -1.1999 0.0795 0.783
O 0.803 -5.328 0.793 -0.9747 0.2569 0.7658 -0.584
O -0.877 -4.922 2.282 1.1313 0.1161 -0.9350 -0.657
C -0.111 -1.997 1.442 1.1563 -1.7237 0.2688 0.514
O 0.251 -2.071 2.602 -0.3050 0.5199 0.5477 -0.571
C -0.174 -0.727 0.709 -0.4541 0.6603 0.6191 -0.217
C -0.045 0.469 1.441 0.4858 0.9902 -0.7637 -0.077
C -0.064 1.734 0.784 -0.1921 -1.1595 1.1400 -0.064
C 0.074 2.972 1.646 -0.1096 -0.1194 -0.5919 -0.443
C 1.470 3.222 2.152 -0.2543 0.5096 0.2209 -0.022
C 2.566 2.471 1.729 -0.8256 0.0774 -0.0757 -0.212
C 3.820 2.777 2.160 1.6217 0.6227 0.3237 -0.188
C 4.023 3.861 3.020 -0.0549 -0.0354 0.1101 -0.228
C 2.936 4.604 3.488 0.4976 0.2369 0.3772 -0.034
Cl 3.195 5.886 4.689 -0.0145 -0.7385 -0.8263 0.006
C 1.662 4.307 3.035 -0.4830 -0.2000 0.0382 -0.034
Cl 0.282 5.279 3.602 0.8064 -0.7032 -0.4709 0.000
C -0.244 1.788 -0.603 -0.2522 -1.5401 -0.3705 -0.175
C -0.429 0.580 -1.318 -0.0297 -0.2906 0.8480 -0.264
C -0.407 -0.695 -0.669 -0.1612 0.6223 -0.4363 0.262
H -3.815 -1.484 -6.086 -0.0480 -0.1224 -0.4535 0.409
H -4.217 -0.572 -4.674 -0.0408 -0.0009 -0.0180 0.391
H -2.721 -0.846 -2.690 -0.0453 -0.2293 0.0813 0.214
H -3.042 -2.548 -2.423 0.0338 -0.3936 0.4295 0.243
H -0.587 -2.982 -3.210 -0.3087 0.1439 0.6897 0.247
H -0.389 -1.329 -3.398 0.1197 0.6237 0.2154 0.217
H -0.563 -4.097 -1.233 -0.1173 0.9980 -0.1131 0.233
H -0.537 -5.794 2.549 -0.2421 0.0811 0.1488 0.494
H 0.171 0.435 2.534 -0.3711 -0.1766 -1.0018 0.242
H -0.196 3.830 1.024 -0.1667 0.1297 0.1640 0.229
H -0.625 2.955 2.495 0.1497 -0.0908 -0.3165 0.243
H 2.485 1.649 1.034 -0.4708 -0.0234 0.0026 0.231
H 4.671 2.187 1.771 -0.4869 0.5175 0.4559 0.225
H 5.018 4.144 3.339 -0.0448 -0.0881 0.0593 0.233
H -0.279 2.735 -1.157 0.0410 -0.3784 0.3672 0.223
H -0.646 0.601 -2.371 0.0804 0.1761 -0.2784 0.210

=====

4.
50
Properties=species:S:1:pos:R:3:forces:R:3:mulliken_spin:R:1 method="wB97M-V/def2-TZVPD" s2=0.76 orbital_gap_ev="7.2 / 7.5" e_above_lowest_ev=0.0000 spin_multiplicity=2
V 0.415 0.394 0.303 -0.2766 -0.2866 0.7602 1.047
O -0.752 -0.640 1.276 0.2567 0.3362 -0.2639 -0.018
C -1.532 -0.271 2.384 -0.0380 0.0132 0.0687 0.018
C -2.613 0.712 1.947 -0.0056 0.0015 -0.0167 -0.003
N -2.024 1.892 1.363 0.0363 -0.0038 -0.0192 0.002
C -2.483 2.368 0.097 -0.0158 0.0404 -0.0187 0.000
C -1.777 1.821 -1.153 -0.0522 -0.1137 -0.0332 0.002
O -2.178 2.101 -2.250 0.0030 0.0092 0.0009 -0.005
O -0.740 1.017 -0.952 -0.0100 0.1533 -0.2187 -0.020
C -1.323 2.763 2.258 -0.0093 -0.0332 0.0399 0.000
C 0.180 2.489 2.356 -0.0261 0.0302 -0.0221 0.007
O 0.834 2.818 3.309 0.0014 0.0007 -0.0004 0.003
O 0.694 1.930 1.268 0.0236 -0.0797 0.0917 -0.005
H -1.661 -1.246 -0.071 -0.1117 -0.0746 -0.0566 -0.002
H -0.900 0.172 3.163 0.0086 -0.0099 -0.0098 -0.005
H -1.992 -1.167 2.809 0.0063 -0.0018 -0.0137 -0.001
H -3.246 0.958 2.813 0.0139 -0.0009 0.0089 0.001
H -3.241 0.228 1.198 -0.0072 0.0085 0.0097 0.000
H -2.374 3.453 0.038 -0.0136 0.0059 0.0082 0.000
H -3.546 2.159 -0.062 0.0080 -0.0095 0.0095 0.000
H -1.723 2.693 3.274 0.0047 0.0158 0.0069 0.000
H -1.426 3.807 1.950 0.0150 -0.0064 -0.0251 0.000
Cl -2.430 -3.591 -6.018 0.0014 -0.0015 -0.0104 0.000
C -2.396 -2.929 -4.415 -0.0148 -0.0046 -0.0014 -0.001
C -3.593 -2.615 -3.769 -0.0064 0.0007 -0.0102 0.002
C -3.578 -2.104 -2.494 0.0058 0.0002 0.0016 -0.001
C -2.374 -1.875 -1.816 0.0181 0.0375 0.0380 0.002
O -2.497 -1.420 -0.572 0.1203 -0.0155 0.0196 0.000
C -1.166 -2.168 -2.480 -0.0218 0.0072 -0.0011 0.002
C 0.166 -1.936 -1.964 -0.0393 0.0916 -0.0296 0.007
O 0.492 -1.293 -0.978 0.0288 -0.2583 -0.0463 -0.010
C -1.206 -2.716 -3.777 0.0056 -0.0084 0.0115 0.001
H -4.533 -2.781 -4.278 0.0002 -0.0020 0.0000 0.000
H -4.499 -1.868 -1.979 -0.0022 -0.0014 -0.0041 0.000
H 0.969 -2.389 -2.567 -0.0004 0.0012 0.0117 0.000
H -0.275 -2.955 -4.275 -0.0019 0.0010 0.0014 0.000
Cl 7.640 0.423 1.607 -0.0019 0.0008 -0.0015 0.000
C 5.929 0.180 1.448 0.0000 -0.0131 0.0168 -0.003
C 5.278 -0.672 2.350 0.0185 0.0089 -0.0070 0.004
C 3.928 -0.890 2.252 -0.0224 0.0163 -0.0085 -0.003
Cl 3.136 -1.945 3.361 0.0019 -0.0016 0.0038 0.000
C 3.149 -0.252 1.253 0.0486 0.0546 0.0096 0.002
O 1.878 -0.472 1.186 -0.0737 -0.0148 -0.1179 -0.019
C 3.837 0.595 0.357 0.0151 -0.0250 0.0120 0.002
C 3.127 1.210 -0.722 -0.0485 0.0086 0.0214 0.007
O 1.912 1.144 -0.915 0.1675 0.1177 -0.2190 -0.015
C 5.225 0.801 0.457 -0.0150 0.0020 -0.0030 0.004
H 5.843 -1.163 3.130 -0.0014 -0.0012 0.0006 0.000
H 3.723 1.774 -1.451 0.0062 0.0047 0.0063 -0.001
H 5.724 1.453 -0.249 0.0001 0.0001 -0.0005 0.000

=====

5.
40
Properties=species:S:1:pos:R:3:forces:R:3:nbo_charge:R:1 method="wB97M-V/def2-TZVPD" orbital_gap_ev=8.2 smiles="CC1(C)N=C(c2cnc3ccccc3c2)c2ccccc2C1(F)F" spin_multiplicity=1
C 0.551 -1.918 3.198 0.0648 1.2053 -1.2299 -0.621
C -0.596 -1.178 2.458 -0.5955 0.1883 2.6590 0.042
C -1.296 -0.335 3.569 -0.3639 -0.4410 -1.6512 -0.597
N -0.116 -0.159 1.542 0.8460 -0.1348 -3.0155 -0.429
C 0.170 -0.438 0.298 0.0553 0.0925 -0.1560 0.289
C 0.369 0.681 -0.770 -0.4590 0.2565 2.9278 -0.141
C -0.024 0.591 -2.150 0.4338 -1.2668 2.6843 0.076
N 0.037 1.610 -2.887 -0.5606 2.2713 -2.0117 -0.408
C 0.337 2.855 -2.379 0.5159 0.5461 -2.6735 0.163
C 0.360 3.955 -3.321 0.3760 0.6215 3.6307 -0.170
C 0.615 5.253 -2.855 -0.0634 -1.4458 -2.2346 -0.208
C 0.978 5.398 -1.538 -0.1509 -0.1742 1.4111 -0.209
C 1.036 4.320 -0.635 0.7100 3.6617 -0.4210 -0.174
C 0.741 3.046 -1.070 -0.9137 0.2329 -0.3882 -0.136
C 0.682 1.935 -0.263 1.4937 -1.8487 1.0637 -0.078
C 0.148 -1.851 -0.235 -1.4572 0.0363 -0.1286 -0.045
C 0.801 -2.364 -1.387 0.0039 0.9663 2.0561 -0.203
C 0.628 -3.691 -1.777 -1.0291 1.6313 1.1484 -0.220
C -0.294 -4.475 -1.134 -1.6177 -0.4250 1.5899 -0.182
C -1.062 -3.946 -0.023 2.2469 -0.7861 -0.8221 -0.191
C -0.813 -2.647 0.424 -0.8107 -1.6434 0.7896 -0.088
C -1.588 -2.157 1.726 3.0539 0.9783 -1.6077 0.684
F -2.612 -1.409 1.300 -1.3287 0.3182 -0.1803 -0.332
F -2.095 -3.183 2.455 0.4373 0.3409 -0.0466 -0.329
H 1.257 -1.125 3.580 -0.8113 -1.0796 -0.0440 0.225
H 0.993 -2.345 2.333 1.3660 -1.1837 -0.2568 0.209
H 0.233 -2.687 3.914 0.0673 0.5301 -0.1571 0.230
H -1.950 0.369 3.004 -0.0247 -0.5214 1.1153 0.228
H -0.540 0.218 4.124 -0.0454 0.0103 -0.1518 0.213
H -1.754 -1.076 4.218 -0.6656 0.4377 0.2871 0.206
H -0.394 -0.355 -2.520 0.0853 -0.0718 -0.3757 0.199
H 0.202 3.685 -4.289 -0.6404 -0.3721 -2.6688 0.217
H 0.651 6.153 -3.517 -0.2090 -1.0924 0.4754 0.221
H 1.153 6.443 -1.298 0.2774 -0.3277 0.8602 0.213
H 1.348 4.649 0.360 -0.1851 -0.9244 -0.0150 0.222
H 1.126 2.104 0.732 -0.8117 -0.6724 -0.1584 0.228
H 1.551 -1.695 -1.807 -0.1441 -0.3667 -0.3815 0.225
H 1.176 -3.999 -2.590 1.1330 -1.0503 -1.6824 0.217
H -0.460 -5.541 -1.403 0.2448 0.9760 0.1121 0.221
H -1.549 -4.689 0.612 -0.5236 0.5267 -0.3521 0.231